Record 1
The following is a quantum chemistry calculation of a structure of composition C31H32N2OSiSr, from OMol25.

The largest force on an atom comes out at 0.0310 hartree/bohr. The net charge is 0. The LUMO energy comes out at -1.0 eV. The value obtained for the energy above the lowest of the compared OMol25 structures with the same formula, charge and spin is 0.0 kJ/mol. The calculation puts the highest occupied orbital energy at -6.30 eV.

Positions of all 68 atoms, in Å:
N: -0.091 1.183 -3.918
H: 3.307 -1.358 0.383
C: -0.718 -1.726 -6.224
H: -3.099 -1.843 1.569
H: 3.551 5.271 2.758
C: -0.213 0.526 -5.099
C: 1.586 2.836 1.416
C: 3.136 4.274 2.580
H: -3.767 -1.468 -0.010
H: -4.274 0.776 0.603
H: -2.486 0.032 -3.229
C: -0.236 0.101 3.152
C: -0.567 -2.912 -3.744
H: -3.360 0.258 -1.689
C: 2.087 4.117 1.669
H: -0.773 -1.214 -7.182
C: -0.450 2.636 -6.271
C: -0.259 2.525 -3.877
C: -1.898 1.157 4.577
H: 1.649 4.977 1.158
H: -1.371 -4.689 -4.647
C: -0.772 1.245 3.752
C: 4.241 -2.673 1.839
C: -2.560 -0.322 -2.190
C: -0.776 -1.144 3.482
H: -0.283 3.010 -2.900
H: -2.285 -2.232 4.579
C: -0.364 1.244 -6.295
C: 2.443 -1.604 3.678
C: -3.727 0.207 1.362
N: -0.186 -1.618 -3.906
C: 4.270 -3.099 3.165
C: 3.374 -2.557 4.097
C: -0.340 -0.975 -5.086
C: -1.871 -1.243 4.354
C: -1.035 -3.673 -4.827
H: 3.509 1.026 3.573
H: 4.987 -3.849 3.497
H: -0.441 0.688 -7.220
C: 3.314 -1.702 1.421
H: 4.429 3.293 4.010
O: 0.576 -0.048 0.396
H: -4.150 0.429 2.345
H: 3.391 -2.852 5.147
C: 2.034 1.742 2.154
H: -3.310 -0.171 5.559
H: 4.941 -3.098 1.120
C: 3.104 1.894 3.047
H: -2.883 -1.376 -2.213
H: -0.525 3.185 -7.202
H: 1.744 -1.191 4.400
C: -2.441 -0.093 4.892
C: 3.635 3.170 3.276
H: -0.590 4.362 -4.955
H: -0.338 -2.052 3.067
H: -1.358 -3.640 -6.957
C: -3.849 -1.256 1.060
H: -0.301 2.228 3.571
Si: 1.147 0.124 1.875
H: -2.684 0.533 1.335
C: 2.407 -1.171 2.351
C: -0.450 3.290 -5.040
H: -0.506 -3.319 -2.728
Sr: 0.143 -0.308 -1.804
H: 0.826 2.689 0.640
C: -1.058 -3.072 -6.086
H: -4.844 -1.553 1.405
H: -2.343 2.066 4.989

Record 2
The following is a quantum chemistry calculation of a cluster of 20 separate species, C60H160O20 in total, from OMol25.

The largest force on an atom comes out at 0.0627 hartree/bohr. The net charge is 0. The LUMO energy comes out at 0.4 eV. The value obtained for the energy above the lowest of the compared OMol25 structures with the same formula, charge and spin is 258.4 kJ/mol. The calculation puts the highest occupied orbital energy at -9.43 eV.

Positions of all 240 atoms, in Å:
H: 3.464 -5.486 2.607
O: 3.963 -2.805 0.650
H: -0.258 -3.868 2.490
H: 5.841 -4.382 2.840
C: -1.618 0.604 3.588
C: 4.387 -3.967 1.268
C: 0.647 -0.616 -0.119
H: 5.965 4.630 4.625
H: 5.416 2.361 0.120
H: 2.509 7.433 0.377
H: -6.918 3.247 -3.970
C: -3.486 -2.977 -4.533
H: 1.195 5.808 -3.091
C: 3.443 0.839 1.294
H: 4.438 -2.007 5.603
H: -0.546 2.912 -2.250
C: 2.972 -2.930 -2.601
H: 2.748 2.165 4.873
C: 1.297 6.762 -2.532
H: -1.673 4.275 -2.529
O: -6.519 2.572 -4.506
O: -6.271 -1.646 1.801
C: -6.993 -0.538 -2.174
H: -6.140 -1.027 -1.695
H: 2.038 7.385 -2.944
O: -0.868 -6.802 -1.505
H: 0.176 0.530 6.245
H: -4.008 -3.261 -5.428
H: 7.935 1.632 -2.938
H: 3.800 5.911 -1.368
H: -3.445 3.999 3.457
H: 2.729 -5.232 0.978
H: 0.627 -5.770 -3.412
C: -5.266 2.981 -4.922
O: 2.378 0.429 4.501
H: 0.262 -5.442 1.787
H: -1.191 3.789 1.816
C: 1.251 -7.184 -0.300
H: 1.447 3.525 4.181
H: -2.172 2.655 -2.934
O: -0.506 0.670 8.911
H: 4.683 -0.909 4.328
O: 0.674 3.482 3.607
C: 2.626 -0.876 5.082
H: -3.256 -6.248 2.597
C: -6.038 3.978 0.899
H: 4.767 -3.051 -1.562
H: 5.885 2.810 6.712
H: -0.139 4.399 0.557
H: 4.517 -0.335 6.012
H: -0.037 1.804 3.494
H: -3.360 1.224 4.659
H: 5.839 2.220 1.822
C: -1.852 -0.869 3.531
H: 2.149 -6.460 -2.737
C: -0.152 2.166 -4.912
H: -6.462 -4.147 1.320
O: 2.166 7.620 -0.483
H: 4.744 -3.089 3.186
H: 0.296 0.370 0.272
H: 0.766 6.392 1.941
H: -4.458 1.364 -3.766
O: -2.632 -3.726 -2.387
H: 6.261 1.506 -2.326
H: 3.393 1.465 2.218
C: -0.624 3.512 -4.302
H: -1.010 -2.457 -2.209
C: -2.580 -5.293 -4.252
H: 1.459 -0.354 -0.773
H: 2.380 2.339 8.759
H: 2.321 -3.031 4.686
H: -6.247 -0.202 -4.533
C: 4.150 -1.027 5.269
H: 5.154 -0.229 1.857
H: -2.041 1.009 2.682
H: 2.273 -6.763 -0.355
H: 1.064 -1.264 0.637
H: 0.329 7.276 -2.650
C: 0.985 -2.995 -7.311
H: 7.994 3.629 -4.757
H: 7.955 4.090 -2.429
H: 0.836 3.205 8.898
H: -1.946 0.359 -0.251
H: -3.380 3.916 1.640
C: 0.484 -6.407 -1.396
H: -2.476 -2.635 -4.890
H: 1.546 0.454 3.949
H: -4.901 -0.956 -0.089
H: -6.015 1.848 2.254
C: -5.190 -2.420 1.451
C: -8.764 -0.377 -4.025
H: -3.105 -5.592 -5.142
H: -5.720 4.867 -4.008
H: 3.195 -3.002 0.060
H: -3.754 -0.813 1.212
H: 5.942 -2.731 2.051
C: -0.141 3.780 1.443
H: -1.610 -6.428 3.216
H: 0.947 6.056 -0.489
C: -3.983 4.285 2.490
C: 4.917 0.414 1.013
H: 6.717 5.196 -3.039
H: -2.577 -6.174 -3.607
H: -4.085 5.349 2.520
C: -4.260 -1.557 0.594
H: 4.924 2.288 4.532
H: -2.933 -1.086 3.414
C: 4.879 4.504 4.614
H: 0.240 4.183 -4.186
H: 4.202 -1.356 -3.411
C: -2.261 1.238 4.826
H: -0.806 -7.763 -1.512
H: -7.813 -0.578 -1.432
H: 4.926 -3.532 -3.225
C: 6.503 3.149 -3.654
C: -3.349 -4.096 -3.579
C: -0.594 -1.257 -0.770
H: 5.014 -4.597 0.595
H: -9.110 -0.680 -5.032
H: 2.125 -0.889 6.030
C: -1.903 -4.877 1.663
H: 1.265 2.074 10.181
H: -6.890 -2.289 2.161
H: -1.514 -1.364 4.433
H: 4.081 -4.676 -2.003
H: 3.303 -0.798 -2.017
H: -2.056 -1.902 -7.239
H: 4.366 5.305 5.185
H: 4.483 3.843 7.059
C: 6.855 1.687 -3.200
C: 5.321 -3.541 2.386
C: 3.228 -1.403 -2.952
H: -1.257 1.022 8.479
H: -7.164 3.849 0.885
H: -0.105 -4.005 0.773
H: 2.871 -0.066 1.475
C: 1.065 -6.559 -2.815
H: 2.483 -3.984 2.272
O: -2.229 -5.663 0.487
H: 6.755 0.863 -3.937
H: -0.999 1.557 -5.136
H: 1.313 1.853 6.337
H: -2.476 -3.956 1.466
H: -4.659 0.926 -5.445
H: -4.024 -2.180 -4.026
C: 1.731 6.434 -1.066
O: 4.900 -0.319 -0.191
C: 0.771 5.784 2.843
O: 7.075 3.422 -4.898
H: 0.601 1.676 -4.273
H: 2.988 5.071 0.060
C: -2.336 -5.701 2.869
C: 4.841 2.955 6.577
H: -9.599 -0.577 -3.332
O: 3.007 3.101 5.011
C: -5.433 3.676 2.311
H: 4.653 4.665 3.548
H: -2.533 -4.514 -1.829
H: -3.932 4.683 -4.447
C: 2.879 5.448 -0.991
C: -4.364 1.800 -4.790
H: -0.957 -1.101 -5.215
C: 0.886 4.284 2.474
H: -5.259 3.351 -5.937
H: -1.296 -1.299 2.680
H: -0.376 2.282 6.627
H: -4.339 -4.530 -3.367
H: 2.624 -2.002 3.281
C: -1.303 3.325 -2.924
H: 2.463 -0.993 -3.565
O: -0.218 0.843 3.582
C: 6.920 4.197 -2.645
H: -1.061 -1.945 -0.068
O: -5.196 2.308 2.432
O: -1.345 -2.519 -7.407
H: -3.483 -2.173 0.069
H: 1.312 0.220 8.381
H: -5.704 4.972 0.633
C: 0.698 1.095 8.266
H: -7.848 -2.116 -3.349
H: 2.956 1.361 0.492
H: 0.313 2.373 -5.885
H: 6.876 1.441 0.673
H: -4.498 3.920 -3.010
O: -0.185 -2.077 -1.862
C: 1.346 2.202 9.080
H: -0.177 5.934 3.376
C: -5.686 -3.720 0.694
H: 0.920 -3.437 -8.280
H: 6.304 4.181 -1.695
C: 3.170 -4.750 1.848
C: 5.865 1.684 0.908
H: -6.102 -3.420 -0.258
H: -1.159 0.553 -1.835
H: -2.615 -4.998 3.632
C: -1.657 -0.155 -1.138
H: -2.601 -0.435 -1.586
H: -1.557 -5.029 -4.563
H: 0.133 -1.094 -7.521
H: 5.390 3.067 -3.787
H: 1.272 -8.280 -0.421
H: 0.791 -7.003 0.675
H: 0.483 -5.372 -1.075
H: 1.979 -2.539 -7.185
C: -0.026 -1.675 -5.441
H: -1.036 4.336 -6.021
H: -1.501 -6.184 0.099
H: -6.716 0.563 -2.325
H: 1.228 -3.055 -1.551
H: 0.871 -1.065 -5.392
C: 0.405 1.484 6.811
O: -6.541 -1.141 -4.475
H: 0.101 -2.519 -4.799
H: 0.165 2.777 1.040
H: -8.530 0.684 -4.178
H: -1.883 2.240 4.976
C: 4.451 3.122 5.127
H: -3.371 2.174 -4.964
H: 1.601 6.102 3.480
H: 4.230 2.158 7.022
C: -4.804 4.210 -4.022
H: 1.053 -1.929 4.131
O: -1.480 4.171 -5.195
C: -7.536 -1.095 -3.485
C: -0.420 -4.562 1.672
H: 0.768 -7.533 -3.202
H: 2.426 -3.451 -3.445
H: -2.039 0.622 5.713
C: 4.256 -3.644 -2.349
O: 2.179 -3.197 -1.349
C: -0.094 -1.993 -6.920
H: -4.708 -2.793 2.353
H: 4.609 -1.243 -0.006
H: 2.755 4.584 -1.673
H: 1.106 -3.769 -6.497
H: 1.892 4.112 2.049
H: -5.637 3.252 0.206
H: -4.902 -4.406 0.480
H: -6.061 4.071 3.060
C: 2.133 -2.011 4.271

Record 3
The following is a quantum chemistry calculation of a cluster of 13 separate species, C9H44O13 in total, from OMol25.

The largest force on an atom comes out at 0.0549 hartree/bohr. The net charge is 0. The LUMO energy comes out at 0.0 eV. The value obtained for the energy above the lowest of the compared OMol25 structures with the same formula, charge and spin is 247.8 kJ/mol. The calculation puts the highest occupied orbital energy at -9.76 eV.

Positions of all 66 atoms, in Å:
O: 2.178 -15.194 4.103
C: 0.894 -15.753 4.272
H: 3.578 -4.852 5.495
H: 3.264 -3.883 10.372
H: -0.045 -15.192 6.117
H: -0.125 -13.883 4.855
H: -0.699 -3.275 12.671
H: 1.849 -4.214 10.798
O: 4.905 -7.089 5.114
H: 1.352 -7.467 9.362
H: 4.346 -7.577 13.289
H: 3.177 -11.046 3.370
H: 4.391 -7.041 5.924
H: 1.180 -16.684 2.425
H: 7.099 -5.964 5.761
H: 3.540 -11.389 12.525
C: 0.204 -8.700 8.562
O: -5.666 -9.233 5.303
H: -1.042 -8.870 6.772
C: -0.121 -14.954 5.056
H: -5.995 -8.518 5.848
H: 0.172 -15.200 2.286
O: 5.722 -9.809 8.696
C: -0.783 -8.042 9.486
H: -5.109 -5.316 8.997
H: -1.739 -8.565 9.497
H: 5.667 -6.089 3.662
H: -0.491 -8.307 10.502
C: 6.289 -5.284 5.495
O: 2.700 -4.615 10.619
H: -1.482 -2.073 9.092
H: -0.360 -1.808 12.511
H: 2.530 -12.236 2.693
O: 1.519 -8.293 8.901
H: 4.848 -9.513 8.949
H: 6.721 -4.447 4.946
C: -0.085 -8.432 7.058
H: -0.490 -16.724 2.960
H: -0.239 -7.387 6.789
H: -6.017 -5.666 7.838
H: 5.872 -5.029 6.469
H: -1.083 -7.017 9.268
O: 2.754 -11.316 2.555
C: 3.971 -5.017 4.492
H: 0.970 -16.652 4.883
H: 2.738 -10.280 13.174
O: 2.949 -11.210 13.257
H: -1.106 -15.360 4.827
H: 3.182 -5.475 3.897
H: -3.325 -11.051 2.760
H: 3.439 -6.383 13.080
O: -5.101 -5.498 8.058
O: -2.051 -2.050 8.322
C: 5.200 -5.844 4.617
H: 0.689 -8.905 6.454
O: -0.335 -2.646 12.048
H: 0.063 -9.759 8.780
O: 3.660 -7.063 13.716
O: -2.935 -10.186 2.884
H: 4.210 -4.061 4.025
H: -6.214 -9.983 5.536
C: 0.391 -16.086 2.881
H: 2.688 -15.840 3.609
H: -3.565 -9.715 3.431
H: 5.568 -10.604 8.186
H: -1.517 -1.644 7.640

Record 4
The following is a quantum chemistry calculation of a structure of composition C15H48F6N25O19S2Zn2, from OMol25.

The largest force on an atom comes out at 0.1929 hartree/bohr. The net charge is +1. The LUMO energy comes out at -2.5 eV. The calculation puts the highest occupied orbital energy at -10.38 eV.

Positions of all 117 atoms, in Å:
O: 5.634 1.688 0.121
H: -0.516 -3.627 5.201
H: 3.801 0.590 5.006
C: 4.469 1.343 -0.102
H: 3.320 -5.365 1.184
H: -0.225 0.780 4.627
H: 2.671 0.537 -3.586
O: 0.913 0.971 -1.296
Zn: -0.087 -1.782 1.121
O: 0.690 -0.950 -3.444
O: -3.660 -2.591 -4.114
C: 2.669 3.610 -3.206
F: -0.628 -3.568 -3.746
H: -3.014 -5.654 1.185
N: -3.652 2.950 -0.751
H: -0.616 2.883 -6.725
H: -1.251 2.430 4.512
C: 2.272 -3.856 0.515
N: 3.135 0.512 2.977
N: 2.794 -0.451 -3.760
H: -0.729 2.958 0.070
H: 2.600 1.746 -0.657
O: -1.443 -0.638 2.210
O: 1.864 2.285 3.300
O: -0.361 -0.536 -0.735
N: 3.204 1.393 4.873
N: 1.668 3.627 -2.359
O: -3.110 1.684 -4.112
N: -0.329 2.979 -5.762
N: 4.242 0.108 -0.384
H: 3.616 4.861 -4.487
H: 1.215 4.515 -2.197
H: -1.618 5.629 2.519
N: 0.446 -3.353 5.065
O: 1.179 -0.211 0.515
H: -0.489 3.677 -5.050
H: 3.265 -0.143 -0.429
N: -0.980 4.880 2.751
H: -0.927 -0.125 7.895
C: -2.391 -3.885 0.817
C: -1.494 -3.468 -2.760
H: -3.958 3.662 -0.102
O: -1.489 -3.103 0.772
C: -2.608 -0.344 1.987
N: 3.471 2.095 -0.284
H: 0.085 2.770 3.322
H: 3.638 3.091 -0.304
C: 0.601 0.164 -0.450
N: -1.718 3.161 0.109
H: -2.460 0.521 8.017
O: 1.229 -3.214 0.504
H: 2.660 0.327 2.105
N: -3.605 -3.737 0.261
H: -2.949 -0.280 3.900
N: 3.150 -3.734 -0.424
N: -3.396 -0.120 3.009
H: 2.598 -2.448 5.229
S: -3.397 0.261 -4.115
H: -4.310 2.598 -1.431
H: -2.769 -0.449 -0.020
C: 0.949 -2.652 4.070
H: -1.332 -5.285 1.691
N: -0.844 2.876 3.703
H: -4.353 -4.405 0.377
H: 1.693 -5.070 1.766
H: -4.162 0.129 0.929
O: 3.391 2.652 -3.406
H: 3.705 -0.861 -3.609
H: 5.010 -0.545 -0.442
H: 3.155 -2.684 -4.094
F: -4.155 -0.980 -6.452
H: 0.042 -0.425 5.819
H: 0.412 1.318 -6.978
H: 2.218 5.531 -3.614
O: 0.115 1.706 -3.920
N: 0.449 1.010 -6.017
F: -3.212 0.991 -6.702
N: 2.557 -4.729 1.368
C: -2.479 2.601 -0.779
H: -3.725 -2.976 -0.391
Zn: -0.676 0.412 -2.576
N: -2.224 -5.033 1.291
H: 4.079 0.282 3.252
C: -1.564 0.790 6.164
C: -1.569 3.911 3.441
N: 2.212 -2.504 -3.782
C: -3.190 -0.170 -6.033
O: -2.079 1.848 -1.611
H: 0.676 0.045 -5.820
F: -1.955 -0.724 -6.208
S: -2.944 -2.024 -3.006
H: 1.165 -3.621 5.722
H: -4.396 0.001 2.938
O: -2.268 1.646 5.761
N: -3.227 -0.247 0.857
C: 1.871 -1.298 -3.563
C: 0.175 1.878 -5.168
C: 2.610 1.423 3.757
H: -2.115 3.754 0.823
N: -2.145 -0.672 -3.316
H: 1.465 -3.182 -3.844
N: -1.655 0.390 7.421
N: -0.522 0.345 5.488
H: -0.031 4.727 2.441
O: -2.719 3.940 3.810
H: 3.221 -2.949 -1.056
H: 1.427 2.766 -1.889
H: 4.023 -4.213 -0.253
O: -3.632 -1.888 -1.711
O: 0.422 -2.389 3.011
F: -0.833 -3.263 -1.666
N: 2.855 4.777 -3.829
H: 3.174 2.239 5.425
H: 2.723 -1.879 3.560
F: -2.123 -4.706 -2.654
N: 2.190 -2.275 4.321
O: -4.775 0.010 -3.704